Record 1
{
  "formula": "C37H33N2NiP2S",
  "method": "ωB97M-V/def2-TZVPD",
  "symbols": ["Ni", "S", "C", "C", "C", "C", "C", "N", "H", "H", "H", "H", "C", "N", "C", "P", "C", "C", "C", "C", "C", "C", "C", "C", "C", "C", "C", "C", "C", "C", "C", "C", "C", "C", "P", "C", "C", "C", "C", "C", "C", "C", "C", "C", "C", "C", "C", "H", "H", "H", "H", "H", "H", "H", "H", "H", "H", "H", "H", "H", "H", "H", "H", "H", "H", "H", "H", "H", "H", "H", "H", "H", "H", "H", "H", "H"],
  "coordinates": [[1.049, -0.674, -0.728], [0.690, -2.697, -1.628], [2.206, -2.244, -2.393], [3.025, -3.083, -3.144], [4.209, -2.575, -3.641], [4.566, -1.251, -3.385], [3.712, -0.482, -2.635], [2.556, -0.963, -2.150], [2.724, -4.107, -3.318], [4.863, -3.208, -4.229], [5.483, -0.826, -3.769], [3.933, 0.556, -2.417], [-0.451, 2.173, 0.174], [-0.979, 1.486, 1.331], [-0.002, 0.873, 2.204], [0.844, -0.679, 1.553], [0.034, -2.080, 2.366], [-1.269, -2.392, 1.972], [-1.934, -3.465, 2.545], [-1.291, -4.249, 3.496], [0.016, -3.964, 3.864], [0.685, -2.886, 3.295], [2.502, -0.559, 2.287], [2.676, -0.134, 3.608], [3.949, -0.029, 4.146], [5.062, -0.352, 3.376], [4.902, -0.786, 2.069], [3.625, -0.888, 1.525], [-2.366, 1.470, 1.631], [-2.878, 0.665, 2.653], [-4.231, 0.678, 2.966], [-5.117, 1.482, 2.270], [-4.616, 2.285, 1.256], [-3.264, 2.287, 0.942], [-0.294, 1.035, -1.289], [0.257, 2.077, -2.663], [-0.064, 1.706, -3.970], [0.403, 2.452, -5.042], [1.199, 3.569, -4.820], [1.535, 3.935, -3.525], [1.072, 3.189, -2.447], [-2.003, 0.580, -1.645], [-2.473, -0.668, -1.240], [-3.810, -1.001, -1.419], [-4.671, -0.099, -2.025], [-4.201, 1.139, -2.454], [-2.872, 1.479, -2.264], [0.539, 2.564, 0.413], [-1.061, 3.022, -0.125], [-0.451, 0.633, 3.162], [0.813, 1.576, 2.397], [-1.772, -1.791, 1.222], [-2.949, -3.694, 2.244], [-1.807, -5.092, 3.940], [0.523, -4.584, 4.593], [1.709, -2.678, 3.581], [1.818, 0.102, 4.227], [4.076, 0.299, 5.171], [6.055, -0.271, 3.802], [5.766, -1.049, 1.472], [3.508, -1.243, 0.508], [-2.236, 0.004, 3.215], [-4.589, 0.040, 3.768], [-6.172, 1.490, 2.515], [-5.283, 2.931, 0.694], [-2.931, 2.935, 0.144], [-0.685, 0.835, -4.150], [0.144, 2.161, -6.053], [1.556, 4.156, -5.658], [2.157, 4.805, -3.349], [1.350, 3.490, -1.444], [-1.796, -1.377, -0.786], [-4.175, -1.968, -1.095], [-5.711, -0.361, -2.176], [-4.875, 1.840, -2.931], [-2.513, 2.449, -2.591]],
  "forces_ev_per_a": [[0.74, -0.17, -0.33], [0.08, -0.14, -0.11], [-0.03, 0.07, 0.01], [0.02, -0.01, -0.05], [0.00, -0.05, -0.01], [0.08, -0.11, -0.12], [-0.34, 0.17, 0.13], [-0.09, -0.13, 0.11], [0.02, 0.02, -0.01], [-0.03, 0.02, 0.02], [-0.02, -0.03, 0.01], [-0.03, -0.03, 0.05], [-0.03, -0.08, 0.06], [-0.15, -0.28, -0.02], [-0.05, -0.01, -0.20], [-0.03, 0.29, 0.60], [-0.04, -0.12, -0.24], [-0.06, 0.01, 0.04], [-0.01, 0.02, -0.02], [0.00, -0.02, 0.00], [0.03, 0.03, -0.03], [-0.06, -0.02, 0.12], [0.06, -0.02, 0.02], [0.03, 0.00, -0.03], [0.01, 0.00, 0.00], [-0.02, 0.01, 0.03], [-0.10, -0.01, -0.03], [-0.04, 0.03, 0.15], [0.28, 0.08, 0.06], [-0.07, -0.05, 0.00], [0.08, -0.08, 0.03], [0.01, 0.06, -0.02], [0.02, 0.02, -0.06], [-0.12, 0.06, -0.08], [-0.38, 0.32, -0.04], [0.08, -0.04, -0.05], [0.02, 0.00, -0.02], [0.01, -0.02, 0.03], [-0.01, 0.00, -0.01], [0.00, -0.03, 0.04], [-0.01, 0.04, -0.03], [-0.06, -0.11, -0.12], [-0.14, 0.17, -0.03], [0.07, 0.03, 0.00], [0.00, 0.01, -0.01], [0.01, 0.00, 0.01], [-0.04, -0.01, 0.03], [0.05, 0.03, 0.04], [-0.01, 0.07, 0.10], [0.01, 0.07, 0.08], [0.06, 0.08, -0.01], [0.01, 0.00, 0.12], [0.07, 0.02, 0.02], [0.03, 0.06, -0.02], [-0.02, 0.03, -0.04], [-0.04, -0.01, -0.01], [0.02, 0.01, -0.02], [-0.01, -0.02, -0.06], [-0.05, 0.00, -0.03], [-0.05, 0.01, 0.02], [-0.01, -0.01, -0.08], [0.00, -0.07, 0.01], [0.05, 0.06, -0.07], [0.06, -0.01, -0.03], [0.06, -0.05, 0.05], [-0.06, -0.04, 0.06], [0.02, 0.03, 0.01], [0.01, 0.01, 0.06], [-0.02, -0.04, 0.05], [-0.04, -0.05, 0.00], [-0.02, -0.01, -0.04], [0.07, -0.06, -0.06], [0.02, 0.03, -0.01], [0.04, 0.02, 0.02], [0.03, -0.04, 0.01], [0.00, -0.03, -0.01]],
  "gap_ev": [8.091, 6.415],
  "energy_ev": -112336.763,
  "e_lumo_ev": [-2.10, -3.78],
  "mol_weight_g_mol": 658.39,
  "total_charge": 1,
  "spin_multiplicity": 3,
  "s2": 2.012
}



Record 2
{
  "formula": "C37H34As2FIrN2O4S2",
  "method": "ωB97M-V/def2-TZVPD",
  "symbols": ["Ir", "O", "N", "C", "C", "C", "C", "C", "S", "H", "H", "H", "H", "C", "C", "As", "C", "C", "C", "C", "C", "C", "C", "C", "C", "C", "C", "C", "As", "C", "C", "C", "C", "C", "C", "C", "C", "C", "C", "C", "C", "H", "H", "H", "H", "H", "H", "H", "H", "H", "H", "H", "H", "H", "H", "H", "H", "H", "H", "H", "H", "H", "H", "H", "H", "N", "C", "C", "C", "C", "C", "C", "S", "O", "O", "O", "H", "H", "H", "H", "H", "H", "F"],
  "coordinates": [[-0.120, -0.039, 0.374], [0.565, 1.909, 0.711], [-0.195, 3.011, 0.679], [0.412, 4.195, 0.917], [-0.324, 5.342, 0.843], [-1.685, 5.259, 0.519], [-2.265, 4.039, 0.282], [-1.485, 2.878, 0.366], [-2.128, 1.296, 0.128], [1.463, 4.139, 1.151], [0.157, 6.289, 1.030], [-2.281, 6.159, 0.454], [-3.312, 3.940, 0.033], [-0.461, -3.750, -0.022], [-1.886, -3.322, 0.133], [-1.988, -1.539, -0.621], [-1.756, -1.828, -2.500], [-2.666, -2.642, -3.176], [-2.444, -2.938, -4.511], [-1.331, -2.426, -5.167], [-0.423, -1.619, -4.496], [-0.636, -1.332, -3.153], [-3.827, -1.081, -0.323], [-4.596, -0.616, -1.384], [-5.944, -0.363, -1.184], [-6.509, -0.566, 0.068], [-5.730, -1.013, 1.126], [-4.380, -1.269, 0.940], [0.696, -2.372, 0.705], [0.857, -2.645, 2.600], [1.025, -1.564, 3.456], [1.214, -1.782, 4.811], [1.223, -3.077, 5.312], [1.050, -4.155, 4.457], [0.874, -3.943, 3.097], [2.381, -2.939, -0.019], [3.497, -3.048, 0.806], [4.689, -3.522, 0.273], [4.758, -3.888, -1.065], [3.642, -3.779, -1.885], [2.452, -3.296, -1.365], [-0.200, -3.837, -1.078], [-0.204, -4.693, 0.462], [-2.214, -3.275, 1.169], [-2.577, -3.935, -0.450], [-3.543, -3.037, -2.675], [-3.149, -3.563, -5.044], [-1.170, -2.649, -6.213], [0.427, -1.205, -5.028], [0.065, -0.697, -2.624], [-4.151, -0.450, -2.357], [-6.552, -0.008, -2.005], [-7.561, -0.368, 0.221], [-6.172, -1.159, 2.102], [-3.759, -1.580, 1.770], [0.972, -0.549, 3.079], [1.341, -0.941, 5.479], [1.363, -3.245, 6.371], [1.057, -5.165, 4.845], [0.766, -4.797, 2.440], [3.441, -2.786, 1.857], [5.560, -3.614, 0.907], [5.689, -4.255, -1.474], [3.702, -4.030, -2.936], [1.607, -3.160, -2.031], [2.046, 0.123, 0.147], [2.551, 0.116, -1.212], [1.902, 0.851, -2.202], [2.271, 0.661, -3.523], [3.275, -0.250, -3.843], [4.022, -0.834, -2.830], [3.660, -0.663, -1.510], [3.521, -0.803, -5.536], [4.750, -0.169, -5.947], [2.311, -0.340, -6.199], [3.581, -2.243, -5.349], [2.099, 1.078, 0.511], [2.625, -0.467, 0.741], [1.075, 1.502, -1.951], [1.737, 1.139, -4.333], [4.836, -1.493, -3.100], [4.208, -1.163, -0.720], [-1.370, -0.936, 1.936]],
  "forces_ev_per_a": [[-0.24, -0.26, -0.66], [0.00, -0.12, 0.37], [-0.16, -0.08, -0.02], [-0.11, 0.05, -0.02], [0.01, 0.00, 0.00], [0.01, 0.02, 0.00], [0.08, -0.03, 0.02], [-0.08, -0.03, 0.10], [0.11, -0.12, -0.07], [0.01, -0.01, 0.00], [-0.01, 0.01, 0.00], [0.00, 0.01, 0.00], [-0.01, 0.00, -0.01], [0.12, -0.04, -0.03], [-0.16, 0.10, 0.09], [0.30, 0.18, 0.01], [0.04, -0.11, 0.06], [-0.02, -0.02, 0.03], [-0.05, -0.01, 0.01], [0.03, 0.03, -0.01], [-0.02, 0.05, -0.02], [0.05, 0.14, -0.03], [0.09, 0.13, -0.07], [0.00, 0.04, 0.01], [0.01, -0.01, 0.01], [0.00, 0.00, -0.02], [0.01, -0.01, 0.03], [0.01, 0.02, 0.02], [-0.12, -0.16, 0.35], [0.05, 0.04, -0.02], [-0.02, 0.10, -0.01], [0.00, -0.03, -0.01], [0.00, 0.01, 0.00], [0.01, -0.01, -0.01], [0.04, -0.04, -0.03], [-0.13, -0.03, -0.03], [0.00, -0.05, 0.03], [-0.01, -0.02, 0.06], [-0.05, -0.05, -0.01], [0.01, -0.11, 0.02], [-0.01, -0.04, 0.07], [0.06, -0.03, 0.03], [-0.04, 0.05, 0.05], [0.01, 0.02, 0.00], [0.01, 0.04, 0.02], [0.00, 0.00, 0.00], [0.00, -0.01, 0.00], [0.01, -0.01, -0.01], [0.13, -0.03, 0.02], [0.01, -0.04, -0.02], [0.00, 0.00, -0.01], [0.00, 0.00, -0.01], [-0.01, 0.00, 0.00], [0.00, 0.00, 0.01], [0.00, 0.01, 0.00], [-0.01, -0.05, 0.00], [0.00, 0.01, 0.00], [0.00, 0.00, 0.00], [0.00, -0.01, 0.00], [0.00, 0.00, 0.00], [-0.01, -0.02, 0.00], [0.00, 0.00, 0.01], [0.01, 0.00, -0.01], [0.00, 0.04, -0.05], [0.00, 0.00, -0.01], [-0.38, 0.26, 0.11], [0.20, -0.07, -0.36], [0.01, -0.21, 0.19], [0.06, -0.18, -0.09], [-0.08, 0.19, 0.18], [0.05, 0.07, -0.17], [-0.02, 0.34, 0.04], [-0.08, 0.14, 0.01], [-0.02, -0.07, -0.04], [-0.05, -0.01, -0.01], [0.04, -0.14, 0.04], [0.16, -0.08, 0.12], [0.03, -0.10, -0.11], [-0.07, 0.06, 0.03], [-0.01, 0.05, 0.00], [0.03, 0.02, 0.01], [-0.02, 0.05, -0.07], [0.16, 0.19, -0.12]],
  "gap_ev": [5.392, 5.244],
  "de_lowest_kcal_mol": 85.5,
  "energy_ev": -198985.634,
  "e_lumo_ev": [-4.57, -4.72],
  "mol_weight_g_mol": 995.88,
  "total_charge": 1,
  "spin_multiplicity": 2,
  "s2": 0.757
}